A cluster of 4 separate species, CH9NO5 in total, computed with the ωB97M-V functional and the def2-TZVPD basis.

The geometry in XYZ format:
```
16
CH9NO5, DFT the ωB97M-V functional and the def2-TZVPD basis
N -0.986 1.293 -1.135
C -2.233 1.836 -1.280
O -2.480 3.054 -1.561
O -3.197 0.881 -1.000
H -1.049 0.383 -0.666
H -0.137 1.775 -0.990
H -3.994 1.301 -1.000
O 2.572 -1.275 1.959
H 1.762 -1.064 2.470
H 3.292 -1.553 2.502
O -0.284 -2.354 0.801
H -0.483 -3.065 0.150
H 0.715 -2.407 0.806
O 2.082 0.762 -0.415
H 1.463 0.079 -0.119
H 2.957 0.352 -0.525
```

The value obtained for the frontier orbital gap is 10.359 eV. Its calculated total energy is -12911.0198 eV. The SMILES is NC(=O)O.O.O.O. The LUMO energy is 0.0080 hartree. The relative energy (zero: lowest compared OMol25 entry of this formula, charge and spin) is 21.3 kcal per mole. The net charge is 0. As for the multiplicity: 1. The value obtained for the HOMO energy is -0.373 Eh.